Entry 1:
The following is a DFT calculation (the ωB97M-V functional and the def2-TZVPD basis) of C21H22Br5F6N3O7S2W as an isolated structure.

HOMO level (alpha / beta) ... -5.96 / -6.99 eV
HOMO-LUMO gap (alpha / beta) ... 0.1650 / 0.2027 hartree
Multiplicity ... 3
DFT total energy ... -15836.6257 hartree
Maximum force ... 0.137 hartree/bohr
LUMO level (alpha / beta) ... -1.47 / -1.48 eV

Structure (XYZ):
```
67
C21H22Br5F6N3O7S2W the ωB97M-V functional and the def2-TZVPD basis
W 0.0000 0.0000 0.0000
Br -1.7314 3.7098 5.6700
C -1.4819 2.2811 4.4003
C -1.9198 0.9831 4.7022
Br -2.7754 0.6149 6.3897
C -1.7283 -0.0474 3.7611
Br -2.3276 -1.8479 4.1622
C -1.0995 0.1863 2.5023
O -0.8944 -0.6983 1.6052
C -0.6567 1.4989 2.1971
O -0.1011 1.6534 1.0583
C -0.8589 2.5300 3.1617
Br -0.2474 4.3189 2.7282
C 2.6225 -0.4717 2.1262
O 1.6009 -0.1968 1.1851
H 2.8801 0.4444 2.6634
H 3.5015 -0.8620 1.6073
H 2.2599 -1.2184 2.8364
H 1.9625 0.4816 0.5575
Br -5.4238 -3.2429 -2.4904
C -3.9177 -2.3406 -1.7895
C -2.8744 -1.9727 -2.6389
C -1.7638 -1.3066 -2.1184
C -1.7006 -1.0123 -0.7577
C -2.7453 -1.3817 0.0874
C -3.8587 -2.0480 -0.4271
H -2.9164 -2.1987 -3.7009
H -0.9441 -1.0143 -2.7684
H -2.6862 -1.1476 1.1464
H -4.6693 -2.3328 0.2381
C 2.7591 -3.3854 -0.5836
C 2.1500 -2.0304 -0.1328
N 0.7593 -1.8215 -0.6318
C -0.0737 -2.9561 -0.1362
C 0.4603 -4.3426 -0.5868
N 1.7189 -4.1236 -1.4302
C 1.3594 -3.2560 -2.6391
C 0.7964 -1.9050 -2.1212
H 2.9984 -4.0332 0.2654
H 3.6453 -3.2509 -1.2117
H 2.7900 -1.2081 -0.4762
H 2.1592 -1.9704 0.9627
H -1.1071 -2.8307 -0.4826
H -0.1259 -2.9214 0.9591
H -0.2579 -4.8765 -1.2170
H 0.7496 -4.9693 0.2625
H 2.0951 -5.0261 -1.7432
H 0.6214 -3.8134 -3.2244
H 2.2761 -3.1246 -3.2223
H -0.2131 -1.7504 -2.5222
H 1.3992 -1.0795 -2.5196
F 3.9954 1.0528 0.3074
C 3.0293 2.0142 0.2488
F 2.2635 1.8545 1.3695
F 3.6671 3.2120 0.3971
S 2.0344 1.9330 -1.2837
O 1.3897 0.6179 -1.2649
O 2.9918 2.1148 -2.3737
N 1.0634 3.1356 -0.9521
S 0.3340 3.7777 -2.2041
O -0.7806 4.6446 -1.7926
O 1.2006 4.4199 -3.1953
C -0.4674 2.3393 -3.0304
F -1.1295 1.5401 -2.1444
F 0.3844 1.5546 -3.7414
F -1.4186 2.7526 -3.9261
H -0.8532 1.1130 -1.0400
```

***

Entry 2:
The following is a DFT calculation (the ωB97M-V functional and the def2-TZVPD basis) of one molecule with the formula C4H10N2O.

HOMO level ... -9.05 eV
Relative energy (zero: lowest compared OMol25 entry of this formula, charge and spin) ... 66.2 kcal/mol
HOMO-LUMO gap ... 0.3619 hartree
Structure (SMILES) ... CNC(=O)[C@@H](C)N
DFT total energy ... -343.0959 hartree
Maximum force ... 0.107 hartree/bohr
LUMO level ... 0.79 eV

Structure (XYZ):
```
17
C4H10N2O the ωB97M-V functional and the def2-TZVPD basis
C 0.9200 1.2597 -1.7885
N -0.0406 1.7445 -0.8070
C -0.6626 0.7982 0.0730
O -1.4440 1.3892 0.8127
C -0.0401 -0.5048 0.6339
C -0.6131 -1.1876 1.9774
N 0.0286 -1.5033 -0.4245
H 0.6097 1.3426 -2.8528
H 1.9224 1.8557 -1.5022
H 1.1972 0.2319 -1.5708
H -0.4072 2.7202 -0.7828
H 1.0442 -0.2476 0.9814
H -1.6481 -1.4621 1.6863
H -0.7676 -0.3655 2.6590
H -0.1031 -2.1078 1.9456
H 0.8443 -2.0814 -0.3504
H -0.8400 -1.8817 -0.6904
```

***

Entry 3:
The following is a DFT calculation (the ωB97M-V functional and the def2-TZVPD basis) of CH9N5 as an isolated structure.

HOMO level ... -16.32 eV
Relative energy (zero: lowest compared OMol25 entry of this formula, charge and spin) ... 119.8 kcal/mol
Total charge ... +2
HOMO-LUMO gap ... 0.3278 hartree
DFT total energy ... -316.5006 hartree
Maximum force ... 0.082 hartree/bohr
LUMO level ... -7.40 eV

Structure (XYZ):
```
15
CH9N5 the ωB97M-V functional and the def2-TZVPD basis
C 5.7502 -6.9326 -4.8387
N 6.6337 -7.8665 -4.8539
N -6.7852 9.2268 4.9621
N -7.5844 9.3390 4.0801
N 7.2113 -8.3004 -3.7789
N -7.3811 7.8773 6.0572
H 5.5487 -6.5885 -3.8155
H 5.2698 -6.5426 -5.6896
H 7.0815 -8.1033 -5.7018
H -8.5970 8.9833 4.0310
H -7.3406 9.8643 3.1365
H 7.6611 -9.2057 -3.7507
H 6.8818 -7.8103 -2.9759
H -7.9398 8.2821 6.8062
H -6.4099 7.7771 6.3320
```

***

Entry 4:
The following is a DFT calculation (the ωB97M-V functional and the def2-TZVPD basis) of C3H3NO as an isolated structure.

HOMO level (alpha / beta) ... -6.90 / -10.05 eV
Relative energy (zero: lowest compared OMol25 entry of this formula, charge and spin) ... 42.7 kcal/mol
HOMO-LUMO gap (alpha / beta) ... 0.2752 / 0.3006 hartree
Multiplicity ... 3
DFT total energy ... -245.8812 hartree
Maximum force ... 0.079 hartree/bohr
LUMO level (alpha / beta) ... 0.59 / -1.87 eV

Structure (XYZ):
```
8
C3H3NO the ωB97M-V functional and the def2-TZVPD basis
C -0.3276 -0.1943 1.0847
C -0.1669 0.1939 -1.4429
C 0.3859 -0.8332 -0.5621
N -0.4534 -1.3014 0.5620
O 0.4761 0.7680 -2.2751
H -0.3593 0.5171 1.8714
H -1.2918 0.5162 -1.2543
H 1.3521 -1.1799 -0.5292
```

***

Entry 5:
The following is a DFT calculation (the ωB97M-V functional and the def2-TZVPD basis) of one molecule with the formula C4H10OS2.

HOMO level ... -9.19 eV
Relative energy (zero: lowest compared OMol25 entry of this formula, charge and spin) ... 19.4 kcal/mol
HOMO-LUMO gap ... 0.3615 hartree
Structure (SMILES) ... OCC(CS)CS
DFT total energy ... -1030.0008 hartree
Maximum force ... 0.031 hartree/bohr
LUMO level ... 0.65 eV

Structure (XYZ):
```
17
C4H10OS2 the ωB97M-V functional and the def2-TZVPD basis
O -2.4351 -0.6687 -0.5638
C -1.0902 -0.8139 -0.9052
C -0.2228 0.2787 -0.2823
C -0.3753 0.3911 1.2277
S 0.2725 -1.0245 2.1374
C 1.2156 0.1140 -0.8105
S 2.3569 1.4861 -0.3716
H -2.7808 0.1072 -1.0417
H -0.8836 -0.9628 -1.9818
H -0.8126 -1.7649 -0.4691
H -0.4445 1.2696 -0.7257
H -0.0225 1.3545 1.6103
H -1.4391 0.4114 1.4947
H 1.5731 -0.7420 2.0207
H 1.6316 -0.8172 -0.4042
H 1.1084 0.1296 -1.8949
H 2.3485 1.2518 0.9599
```

***

Entry 6:
The following is a DFT calculation (the ωB97M-V functional and the def2-TZVPD basis) of one molecule with the formula C4H5NO.

HOMO level ... -10.46 eV
Relative energy (zero: lowest compared OMol25 entry of this formula, charge and spin) ... 14.4 kcal/mol
HOMO-LUMO gap ... 0.4097 hartree
Structure (SMILES) ... N#CCCC=O
DFT total energy ... -285.3917 hartree
Maximum force ... 0.022 hartree/bohr
LUMO level ... 0.68 eV

Structure (XYZ):
```
11
C4H5NO the ωB97M-V functional and the def2-TZVPD basis
N 2.5743 0.2765 -1.1765
C 1.7471 0.3036 -0.3689
C 0.7120 0.3016 0.6698
C -0.4860 -0.5746 0.2974
C -1.3839 0.0809 -0.7269
O -1.1747 1.1709 -1.1996
H 1.1679 -0.0519 1.5995
H 0.3814 1.3332 0.8246
H -0.1646 -1.5496 -0.0907
H -1.0921 -0.7878 1.1878
H -2.2813 -0.5029 -1.0164
```

***

Entry 7:
The following is a DFT calculation (the ωB97M-V functional and the def2-TZVPD basis) of a 2-piece molecular cluster, C4H7NO overall.

HOMO level ... -10.09 eV
Relative energy (zero: lowest compared OMol25 entry of this formula, charge and spin) ... 109.7 kcal/mol
HOMO-LUMO gap ... 0.3833 hartree
DFT total energy ... -286.4568 hartree
Maximum force ... 0.022 hartree/bohr
LUMO level ... 0.34 eV

Structure (XYZ):
```
13
C4H7NO the ωB97M-V functional and the def2-TZVPD basis
C 0.7866 1.1494 0.3259
C 0.2430 -0.2387 0.5747
O 0.3462 -0.7512 1.7855
C -1.0585 -0.5950 -0.1590
C -1.0993 -0.1999 -1.5666
N -1.0984 0.1245 -2.6768
H 1.7685 1.2451 0.7923
H 0.8344 1.4072 -0.7357
H 0.1008 1.8361 0.8372
H 1.1708 -1.0118 -0.2389
H 1.0924 -1.2228 0.7101
H -1.8450 -0.0759 0.4032
H -1.2413 -1.6670 -0.0520
```